This record from OMol25 describes a 2-piece molecular cluster, C4H14N overall at a distorted geometry. The level of theory is ωB97M-V with the def2-TZVPD basis set.

Last column: natural (NBO) charge in e.
CARTESIAN COORDINATES (ANGSTROEM)
N1 -1.9458 1.3774 1.7128  -0.718
C1 1.4312 -1.0384 -1.3279  -0.609
C2 -1.5690 -0.3796 -0.1235  -0.628
C3 2.7456 -0.2837 -0.8368  -0.599
C4 -0.9161 0.5766 0.9446  -0.270
H1 -1.2243 -0.0694 -1.0672  0.246
H2 -1.7156 1.2662 2.7887  0.476
H3 -0.1843 1.1726 0.3474  0.254
H4 -1.3878 -1.4382 0.0516  0.254
H5 -1.9969 2.3686 1.4026  0.463
H6 -2.6569 -0.2718 -0.1429  0.205
H7 3.4695 -0.9913 -0.4267  0.214
H8 0.7262 -0.9920 -0.4981  0.166
H9 -0.3133 -0.0888 1.6146  0.246
H10 3.1391 0.0321 -1.8443  0.220
H11 2.3774 0.3716 -0.1722  0.180
H12 -2.8918 0.8513 1.4814  0.468
H13 1.8552 -1.9706 -1.6518  0.230
H14 1.0578 -0.4926 -2.2521  0.202

The largest force on an atom comes out at 5.44 eV/A. For the HOMO-LUMO gap, the calculation gives 9.9 eV. Its total charge is +1. The calculation puts the calculated total energy at -215.23408 Ha. The calculation puts the energy relative to the best compared isomer or geometry (same formula, charge and spin) at 46.9 kcal per mole.